ORCA calculation (ωB97M-V/def2-TZVPD) on 2 unconnected molecules or ions with the total composition C5H12O5 in a non-equilibrium geometry.

Output
E_HOMO: 0.516 eV
ΔE to the lowest compared entry with this formula, charge and spin: 178.88 kcal per mole
Net charge: -2

```
22
C5H12O5 (ωB97M-V/def2-TZVPD)
H -0.069 2.058 0.074
H 1.063 0.972 -0.730
O -1.974 0.336 0.601
C -2.917 0.483 -0.455
C 0.173 -0.399 1.429
H -0.469 1.358 -1.489
H -0.271 -1.252 1.937
H -2.507 1.160 -1.211
H 0.189 0.429 2.135
C -0.641 -0.031 0.177
O 4.028 0.880 0.635
O 4.005 -1.312 0.144
H 1.201 -0.649 1.173
O -3.317 -0.591 -1.067
H -3.802 0.979 -0.037
C 0.010 1.160 -0.534
H -1.243 -2.048 -0.288
H -1.248 -0.976 -1.666
C -0.703 -1.233 -0.761
O 3.622 -0.134 -0.294
H 4.579 0.386 1.270
H 0.290 -1.575 -1.042
```

---

ORCA calculation (ωB97M-V/def2-TZVPD) on a molecular structure, C26H43INO32S7 in a non-equilibrium geometry.

Output
E_HOMO: -5.176 eV
Net charge: -1

```
110
C26H43INO32S7 (ωB97M-V/def2-TZVPD)
O 4.796 6.876 2.621
O -5.902 -4.802 -1.274
H 3.456 1.539 5.674
C 8.110 0.322 9.875
O -4.114 -0.493 -6.491
O -4.743 -0.505 -8.899
S 5.566 6.090 1.697
O -6.181 -2.751 0.102
O 4.941 -0.314 11.160
O -6.518 -0.404 -7.106
H 9.010 0.164 10.472
H -1.694 -0.933 -4.877
H -5.010 1.927 -5.495
S -10.058 -3.164 0.115
C 8.062 6.098 1.716
H 5.129 3.090 0.086
C 0.276 -0.344 -3.847
O 5.357 1.372 -1.065
H -0.738 -2.431 -4.264
O 6.931 5.622 2.445
O 6.053 1.440 9.797
S 5.656 -0.132 9.927
H -9.892 -0.444 -1.062
C -5.459 -2.437 1.290
H -2.844 -3.778 -3.944
H 8.900 6.283 2.391
C -3.636 -2.982 -3.659
C 7.590 7.370 1.023
H -11.622 -0.234 -0.679
C -4.292 1.842 -6.317
O 4.095 -0.014 0.509
H 7.378 1.765 11.325
C 4.919 0.020 5.149
C -4.159 -0.480 -2.489
H 2.819 -1.917 -4.183
O 5.851 3.239 4.080
O 3.959 -0.504 -1.922
C -3.140 -1.630 -2.966
H 7.568 8.214 1.721
C 2.251 -2.123 -3.182
H 2.032 -0.021 -2.419
H 2.858 -1.983 -1.312
O -5.277 -4.773 1.138
H -3.738 0.468 -1.960
H 0.440 -3.393 -2.731
O 7.622 1.838 5.209
O -8.640 -3.209 0.351
O 6.085 -0.972 -0.642
H -3.028 0.571 -5.072
S 6.252 2.101 4.858
O 5.024 4.965 0.987
N 0.953 0.068 -5.120
H -2.484 0.725 -6.764
C -3.358 0.658 -6.109
C 4.587 2.180 -0.176
C -5.190 -3.213 -3.944
H -10.987 -1.712 -2.841
H -6.180 -2.346 2.109
C 7.397 1.618 10.241
H -3.649 -3.558 0.858
H -12.197 -2.371 -1.708
H 7.848 2.490 9.764
H -5.570 -4.181 -4.465
H 3.654 2.445 -0.683
O -10.596 -1.658 0.433
C -5.713 -0.689 -2.768
C -11.158 -2.041 -1.815
O -10.976 -4.101 0.703
O 5.638 0.763 4.166
C 1.306 -0.898 -2.696
H 0.539 0.935 -5.511
C 4.321 1.295 1.035
H -4.197 -3.698 2.550
H 5.628 -0.634 5.665
H 8.370 0.301 8.813
H 8.344 5.333 0.987
O -1.728 -1.371 -2.731
H -7.339 -2.146 -3.708
S 4.908 -0.186 -0.890
O -10.311 -3.143 -1.492
O 3.334 -2.232 -2.159
O 0.153 1.683 -2.044
C -0.341 1.057 -3.212
H 5.196 1.251 1.691
S -5.212 -0.074 -7.612
O 7.160 -0.715 10.121
C -4.524 -3.620 1.511
C -10.817 -0.963 -0.793
C 1.508 -3.589 -3.163
C -6.198 -2.031 -3.495
O -7.684 -4.690 0.513
C 4.348 1.066 6.097
H 1.420 -3.909 -4.288
O 6.250 7.098 0.619
S -6.376 -4.363 0.008
H -4.919 -1.496 1.176
O 5.151 -0.578 8.659
H 0.664 -1.119 -1.761
H 8.208 7.628 0.162
H -3.752 2.784 -6.425
O -5.019 1.537 -7.508
I 0.974 -1.400 -6.560
H 2.067 -4.362 -2.511
O 5.364 2.063 6.218
H -6.458 0.148 -2.456
C -0.995 -1.331 -4.026
H 4.141 -0.586 4.681
H 3.454 1.630 1.608
O -1.366 1.552 -3.890
H 4.106 0.648 7.075
```

---

ORCA calculation (ωB97M-V/def2-TZVPD) on a molecular structure, C19H15F5MnNO5STe in a non-equilibrium geometry.

Output
E_HOMO (spin up / spin down): -9.324 / -9.352 eV
ΔE to the lowest compared entry with this formula, charge and spin: 69.95 kcal per mole
2S+1: 3
Net charge: 0

```
48
C19H15F5MnNO5STe (ωB97M-V/def2-TZVPD)
H 1.835 -4.366 -1.707
H 4.370 -0.411 -0.198
C 1.715 -0.190 0.304
O 0.142 0.426 -1.336
O 0.485 -0.674 0.893
H -5.495 -2.396 0.541
C 3.826 -1.291 -0.504
H 0.311 -0.081 1.653
H -6.915 0.729 -2.052
C 3.236 -0.050 2.283
H 4.016 2.564 4.267
C 2.449 -1.344 -0.318
O 2.191 1.326 -1.525
C 3.769 -3.483 -1.481
F -2.213 3.698 0.658
N -3.821 -0.151 -1.241
C -6.123 0.173 -1.581
H 0.621 -2.430 -0.737
F -0.295 3.260 -0.705
H 4.419 0.135 4.050
F -1.412 2.108 -2.528
S -2.653 -1.897 0.351
C -6.391 -0.892 -0.715
O -1.357 1.136 0.611
H 3.391 -1.114 2.187
F -3.242 3.369 -1.703
C 2.387 -3.507 -1.357
C 1.722 -2.429 -0.802
H 2.584 3.728 2.627
Te -1.989 2.299 -0.649
H -4.514 1.349 -2.452
C 2.201 1.973 1.483
C 1.345 0.669 -0.992
C -4.030 -1.172 -0.384
C 4.481 -2.367 -1.074
C -4.821 0.520 -1.828
H 1.574 2.492 0.773
H -7.408 -1.175 -0.496
F -3.808 1.923 0.141
H 4.289 -4.329 -1.907
C 3.807 0.653 3.326
C 2.777 2.671 2.530
O -2.574 0.231 -1.483
Mn -1.105 -0.405 -0.384
C 3.578 2.014 3.449
C -5.346 -1.567 -0.130
H 5.551 -2.334 -1.209
C 2.439 0.610 1.351
```

---

ORCA calculation (ωB97M-V/def2-TZVPD) on a single C6H10O molecule in a non-equilibrium geometry.

Output
E_HOMO: -9.409 eV
ΔE to the lowest compared entry with this formula, charge and spin: 79.59 kcal per mole
Net charge: 0
SMILES: C[C@H]1C[C@H]2OC[C@@H]12

```
17
C6H10O (ωB97M-V/def2-TZVPD)
C -0.670 -0.691 1.211
H 1.972 -0.801 -0.048
H 0.512 0.730 1.854
H -0.214 -1.354 1.953
C 0.236 0.435 0.817
H -0.155 -2.563 -0.113
H -1.330 -0.076 1.937
H 1.120 -0.929 -2.416
O -0.740 -1.047 -1.435
C -0.278 -1.465 -0.146
C 0.945 -0.493 -0.245
H 0.320 0.639 -2.150
C 0.493 -0.354 -1.714
H 0.371 2.475 0.188
H -0.858 1.589 -0.736
C -0.402 1.700 0.252
H -1.176 2.058 0.941
```

---

ORCA calculation (ωB97M-V/def2-TZVPD) on 6 unconnected molecules or ions with the total composition C4H19NO6S in a non-equilibrium geometry.

Output
E_HOMO: -0.030 eV
ΔE to the lowest compared entry with this formula, charge and spin: 0.00 kcal per mole
Net charge: -2

```
31
C4H19NO6S (ωB97M-V/def2-TZVPD)
H -2.876 -1.256 2.413
C 1.052 0.415 -1.477
H -2.960 -1.452 4.062
S 2.934 2.426 -2.633
C -1.177 -0.402 -1.593
H -2.637 -0.018 0.809
O -0.258 -2.921 1.213
H 0.015 2.358 -0.785
O 1.305 -1.621 3.916
H -0.350 0.735 -3.032
H -2.046 -0.120 -2.233
H -3.947 -0.237 1.491
N 0.002 -0.022 -2.436
O -3.632 -0.128 0.601
C 0.865 1.697 -0.519
H -0.206 0.507 1.039
H 1.743 2.323 -0.239
O -1.303 -0.491 1.649
H 1.177 -0.450 -0.747
H -0.968 -0.481 2.548
H 1.289 -0.711 3.576
H 2.143 0.286 -3.354
H 3.226 0.223 -1.914
C 2.302 0.700 -2.345
O 0.454 1.271 0.843
O -3.401 -1.562 3.238
H -1.189 -1.454 -1.353
H -0.582 -1.970 1.186
H -0.632 -3.467 0.542
H -1.147 0.278 -0.750
H 0.473 -1.982 3.505
```

---

ORCA calculation (ωB97M-V/def2-TZVPD) on 2 unconnected molecules or ions with the total composition C5H13NO in a non-equilibrium geometry.

Output
E_HOMO: -7.579 eV
ΔE to the lowest compared entry with this formula, charge and spin: 62.20 kcal per mole
Net charge: 0
SMILES: CN1CCCC1.O

```
20
C5H13NO (ωB97M-V/def2-TZVPD)
H 0.988 -0.147 -2.629
H 1.864 -0.720 1.296
H -2.953 1.742 -0.445
H -3.370 3.174 -0.732
C -0.220 -0.911 -0.855
H -0.194 -1.380 2.615
H 1.693 -1.555 -1.649
H 1.587 1.311 -0.767
H 1.418 0.859 1.521
H -1.334 0.039 2.246
H 2.939 0.409 -0.702
C 1.904 0.363 -0.591
H -0.773 -0.185 -1.446
H -0.563 -1.970 -0.989
C 1.154 -0.688 -1.548
C 1.332 0.045 0.795
O -2.963 2.625 -0.109
H -1.644 -1.520 1.530
C -0.836 -0.857 1.849
N -0.029 -0.633 0.610
```

---

Total energy / eV: -15609.6578 -178597.9287 -94708.0291 -8427.7892 -29065.3298 -8931.3135